The following is a quantum chemistry calculation of a molecular structure, C5H9NO, from the Open Molecules 2025 dataset.

Atoms and positions in Å:
C: 1.640 0.303 -1.056
C: 1.346 0.454 0.417
N: 0.214 1.284 0.870
C: 0.181 -0.165 1.083
C: -0.791 -1.124 0.495
C: -2.149 -0.573 0.280
O: -1.484 -0.442 -0.997
H: 2.233 -0.598 -1.249
H: 2.215 1.165 -1.410
H: 0.722 0.246 -1.647
H: 2.236 0.594 1.031
H: -0.359 1.503 0.054
H: 0.308 -0.456 2.132
H: -0.920 -1.372 -0.919
H: -3.012 -1.241 0.255
H: -2.379 0.423 0.660

HOMO-LUMO gap in eV: 9.461

=====

The following is a quantum chemistry calculation of 2 unconnected molecules or ions with the total composition C6H7NOS2, from the Open Molecules 2025 dataset.

Atoms and positions in Å:
C: 0.783 -0.384 -2.600
C: -0.308 -1.250 -2.428
C: 0.826 0.714 -1.732
C: -1.123 -0.999 -1.313
C: -0.011 0.787 -0.624
C: 0.133 -0.137 3.438
N: -0.967 -0.100 -0.390
O: -0.880 2.013 1.559
S: 1.693 -0.148 2.541
S: 0.158 2.232 0.566
H: 1.515 -0.397 -3.527
H: -0.488 -2.077 -3.073
H: 1.550 1.609 -1.855
H: -2.103 -1.588 -1.066
H: -0.644 0.569 2.855
H: 0.314 0.208 4.378
H: -0.448 -1.048 3.270

HOMO-LUMO gap (alpha / beta) in eV: 7.055 / 7.543

=====

The following is a quantum chemistry calculation of a molecular structure, C35H33Cl2MnN4OPS2, from the Open Molecules 2025 dataset.

Atoms and positions in Å:
Mn: 1.241 0.958 0.393
Cl: 2.794 2.150 2.153
C: 1.585 2.667 3.306
C: 1.856 3.754 4.114
C: 0.923 4.117 5.072
C: -0.253 3.393 5.199
C: -0.503 2.323 4.359
Cl: -1.996 1.463 4.559
C: 0.406 1.920 3.375
S: 0.090 0.513 2.369
H: 2.790 4.287 4.004
H: 1.116 4.955 5.727
H: -0.992 3.657 5.943
C: 6.591 -0.878 -2.143
C: 5.379 -0.572 -1.324
C: 5.119 -1.234 -0.121
C: 3.994 -0.859 0.579
N: 3.200 0.106 0.122
C: 3.513 0.680 -1.049
S: 2.306 1.858 -1.506
N: 4.563 0.376 -1.793
H: 7.003 -1.857 -1.905
H: 7.358 -0.127 -1.942
H: 6.350 -0.820 -3.202
H: 5.776 -2.006 0.251
H: 3.718 -1.318 1.521
C: -0.005 -4.944 -2.581
N: 0.113 -3.499 -2.428
N: 0.050 -2.929 -1.169
C: 0.669 -1.700 -1.204
O: 0.711 -0.967 -0.187
C: 1.161 -1.535 -2.523
C: 0.828 -2.666 -3.219
C: 1.181 -3.045 -4.615
C: -0.915 -3.354 -0.211
C: -0.609 -3.254 1.140
C: -1.561 -3.630 2.074
C: -2.791 -4.128 1.665
C: -3.081 -4.230 0.312
C: -2.151 -3.825 -0.633
H: 0.220 -5.424 -1.632
H: 0.718 -5.275 -3.321
H: -1.003 -5.235 -2.900
H: 1.686 -0.678 -2.910
H: 1.593 -2.182 -5.132
H: 0.308 -3.399 -5.164
H: 1.933 -3.835 -4.628
H: 0.352 -2.871 1.448
H: -1.334 -3.544 3.128
H: -3.522 -4.437 2.400
H: -4.042 -4.609 -0.010
H: -2.388 -3.850 -1.687
C: -0.663 2.772 -2.044
P: -0.834 1.999 -0.412
C: -1.547 3.336 0.565
C: -2.897 3.379 0.903
C: -3.413 4.500 1.533
C: -2.594 5.587 1.809
C: -1.253 5.555 1.455
C: -0.729 4.429 0.843
C: -2.070 0.695 -0.606
C: -2.417 0.247 -1.878
C: -3.366 -0.757 -2.029
C: -3.972 -1.310 -0.914
C: -3.628 -0.868 0.358
C: -2.680 0.126 0.517
H: 0.055 3.588 -1.959
H: -1.624 3.175 -2.366
H: -0.278 2.060 -2.771
H: -3.549 2.546 0.674
H: -4.460 4.529 1.802
H: -3.005 6.463 2.295
H: -0.611 6.401 1.660
H: 0.321 4.414 0.566
H: -1.960 0.673 -2.760
H: -3.638 -1.092 -3.021
H: -4.719 -2.085 -1.033
H: -4.095 -1.302 1.232
H: -2.420 0.475 1.507

HOMO-LUMO gap (alpha / beta) in eV: 6.225 / 8.117
Charge: +1
Expectation value of S²: 6.20
Spin multiplicity: 5

=====

The following is a quantum chemistry calculation of a gas-phase ion, C3H9N4 (charge +1), from the Open Molecules 2025 dataset.

Atoms and positions in Å:
C: 0.852 -0.398 0.955
C: -0.138 0.495 0.452
C: 1.315 -0.568 2.217
N: -0.741 0.307 -0.754
N: -0.473 1.492 1.252
N: -1.252 -1.364 -2.322
N: -0.316 -0.835 -1.459
H: 1.354 -0.903 0.126
H: 0.673 -0.034 2.907
H: 2.169 -1.275 2.297
H: -1.087 1.094 -1.408
H: 0.134 1.795 2.074
H: -1.255 2.093 1.235
H: -2.191 -1.783 -1.829
H: -1.646 -0.669 -3.016
H: 0.013 -1.542 -0.816

HOMO-LUMO gap in eV: 8.147
SMILES: C=CC(=[NH2+])NNN
Charge: +1

=====

For each record above, in turn, the calculated strongest force on any atom values are 0.392; 4.818; 0.624; 4.317 eV/A.